Record 1
C2H15NO4 | ωB97M-V/def2-TZVPD

XYZ file:
```
22
Properties=species:S:1:pos:R:3:forces:R:3
O 2.022 0.732 1.702 -1.117 0.067 -0.703
O 1.476 1.556 -1.223 -0.502 -0.489 0.153
O -0.607 -1.867 -3.122 -0.620 -0.229 -1.139
O 0.750 -1.740 1.948 0.079 0.595 0.119
N -0.686 -0.252 -0.430 -0.486 0.378 0.489
C -1.912 0.403 0.141 0.975 -1.619 0.274
C -1.507 1.427 1.176 0.066 -0.091 0.212
H 1.880 1.158 0.828 0.110 -0.253 0.293
H -0.954 -0.944 -1.122 0.037 0.164 -0.203
H -2.369 1.984 1.535 -0.059 0.223 -0.090
H 0.169 -1.799 2.711 -0.020 -0.088 0.055
H -1.097 0.919 2.056 0.118 0.069 -0.173
H -2.507 0.785 -0.662 -0.275 0.516 -0.480
H 2.891 0.958 1.988 0.940 0.275 0.224
H -1.501 -2.238 -3.318 1.177 0.451 0.044
H -0.300 -0.808 0.339 0.252 0.161 -0.245
H -0.204 -1.649 -3.996 -0.622 -0.293 1.040
H 0.615 1.039 -1.148 0.945 0.087 0.071
H 1.168 -0.848 2.023 -0.040 -0.526 -0.167
H -0.738 2.105 0.789 -0.240 -0.014 0.050
H -2.487 -0.408 0.618 -0.286 0.451 0.027
H 2.113 0.960 -1.647 -0.433 0.165 0.150
```
Positions in Å, forces in eV/Å.

Net charge: 0
Lowest unoccupied orbital energy (eV): 0.5941
Energy above the lowest of the compared OMol25 structures with the same formula, charge and spin (kcal/mol): 6.0
HOMO (eV): -9.354
SMILES: CCN.O.O.O.O
2S+1: 1
DFT total energy (eV): -11997.8925


Record 2
CH5N2S | ωB97M-V/def2-TZVPD

XYZ file:
```
9
Properties=species:S:1:pos:R:3:forces:R:3
S -1.662 0.972 0.007 -0.225 -0.286 0.154
N 0.669 -0.772 1.033 -0.398 3.880 0.217
N 1.818 -1.200 -0.950 0.282 -0.530 -2.513
C 1.154 -0.401 -0.228 0.749 1.668 2.057
H 0.608 -1.647 1.507 0.259 -0.533 -0.640
H -1.758 2.282 -0.079 -0.192 0.761 -0.082
H 1.130 0.773 -0.360 -0.598 -2.549 0.069
H 2.068 -0.817 -1.915 -0.431 -0.246 2.028
H 0.217 0.072 1.531 0.554 -2.165 -1.290
```
Positions in Å, forces in eV/Å.

Net charge: -1
Lowest unoccupied orbital energy (eV): 4.5186
Energy above the lowest of the compared OMol25 structures with the same formula, charge and spin (kcal/mol): 23.1
HOMO (eV): -2.702
2S+1: 1
DFT total energy (eV): -14933.8819


Record 3
C4H4N2 | ωB97M-V/def2-TZVPD

XYZ file:
```
10
Properties=species:S:1:pos:R:3:forces:R:3
N -1.193 2.809 -0.415 0.312 -0.987 0.482
N -0.335 -1.141 -0.348 -0.010 -0.238 -0.239
C -0.489 0.530 0.606 -0.041 0.100 0.109
C -0.864 1.808 0.069 -0.266 0.813 -0.458
C 1.980 0.005 0.128 -0.472 -0.281 -0.095
C 0.653 -0.207 0.170 0.304 0.224 0.077
H -1.133 0.151 1.396 0.129 0.055 -0.090
H -0.683 -0.986 -1.286 0.073 0.015 0.135
H 2.492 -0.873 -0.307 -0.045 0.129 0.081
H -0.429 -2.097 -0.011 0.017 0.169 -0.003
```
Positions in Å, forces in eV/Å.

Net charge: 0
Lowest unoccupied orbital energy (alpha / beta) (eV): -1.8481 / -1.8463
Energy above the lowest of the compared OMol25 structures with the same formula, charge and spin (kcal/mol): 141.8
HOMO (alpha / beta) (eV): -8.025 / -8.028
2S+1: 1
DFT total energy (eV): -7186.5385


Record 4
CH5N2O3S | ωB97M-V/def2-TZVPD

XYZ file:
```
12
Properties=species:S:1:pos:R:3:forces:R:3
S 4.092 -0.370 0.169 -0.555 0.042 -0.514
O -0.918 2.132 0.023 -1.876 0.403 0.297
O 2.914 -0.318 -0.756 0.617 -0.018 0.461
O -0.035 1.048 -0.134 1.303 -0.357 -0.121
N -1.818 -0.312 0.431 0.562 -0.243 0.043
N 0.277 -1.141 -0.172 0.956 0.095 -0.718
C -0.580 -0.175 0.057 0.258 2.596 -0.275
H -2.591 0.285 0.529 -0.229 1.910 -0.006
H -0.446 3.015 0.082 0.603 -1.898 -0.165
H -2.113 -1.224 0.479 -0.779 -2.636 0.224
H 0.016 -2.141 -0.097 0.405 1.186 -0.171
H 1.202 -0.800 -0.611 -1.266 -1.079 0.945
```
Positions in Å, forces in eV/Å.

Net charge: +1
Lowest unoccupied orbital energy (alpha / beta) (eV): -5.1970 / -5.2225
Energy above the lowest of the compared OMol25 structures with the same formula, charge and spin (kcal/mol): 1.1
HOMO (alpha / beta) (eV): -13.045 / -13.038
2S+1: 1
DFT total energy (eV): -21064.9196


Record 5
C2H4N4O | ωB97M-V/def2-TZVPD

XYZ file:
```
11
Properties=species:S:1:pos:R:3:forces:R:3
O 1.267 1.291 -0.225 -0.352 6.336 1.102
N -1.209 1.237 0.186 -0.210 -2.652 -2.518
N 0.142 -0.493 -0.044 0.257 0.163 0.739
N -1.005 -1.048 -0.157 -5.007 -1.412 -0.765
N 1.437 -0.932 0.052 -0.355 -5.035 0.768
C -1.928 -0.014 -0.185 7.612 1.058 2.584
C 0.025 0.759 0.039 0.408 6.246 0.102
H 1.301 -1.669 -0.655 1.672 -0.540 0.484
H 1.518 -1.420 1.026 -0.105 0.827 -2.253
H -2.901 -0.090 0.082 -2.888 -0.646 0.054
H 1.353 2.379 -0.120 -1.033 -4.344 -0.297
```
Positions in Å, forces in eV/Å.

Net charge: 0
Lowest unoccupied orbital energy (eV): 0.5834
Energy above the lowest of the compared OMol25 structures with the same formula, charge and spin (kcal/mol): 99.9
HOMO (eV): -9.182
SMILES: Nn1ncnc1O
2S+1: 1
DFT total energy (eV): -10142.8044


Record 6
C2H2F2INO | ωB97M-V/def2-TZVPD

XYZ file:
```
9
Properties=species:S:1:pos:R:3:forces:R:3
I -0.196 -2.350 1.522 -0.362 1.339 1.451
F 0.082 -2.725 -1.601 -0.146 0.497 0.591
F 0.200 -0.670 -1.093 -0.333 -0.958 0.347
O -0.184 1.809 1.681 0.451 0.202 -0.365
N 0.574 2.440 -0.458 -0.668 2.869 3.473
C -0.557 -1.800 -0.876 0.095 0.769 -2.636
C 0.235 2.084 0.620 -1.020 -0.787 1.141
H 0.790 2.022 -1.248 1.221 -2.354 -4.282
H -0.943 -0.809 1.453 0.763 -1.578 0.281
```
Positions in Å, forces in eV/Å.

Net charge: 0
Lowest unoccupied orbital energy (eV): -0.4560
Energy above the lowest of the compared OMol25 structures with the same formula, charge and spin (kcal/mol): 77.3
HOMO (eV): -9.052
2S+1: 1
DFT total energy (eV): -19176.1769


Record 7
C2H2BaO4 | ωB97M-V/def2-TZVPD

XYZ file:
```
9
Properties=species:S:1:pos:R:3:forces:R:3
Ba -1.153 0.352 1.997 0.226 0.036 0.107
O 0.780 -0.148 0.392 -0.289 0.721 -0.456
O -1.083 1.470 -0.141 1.210 0.013 -1.825
O -0.493 -1.726 1.273 -0.721 -0.581 0.623
O 1.104 -2.303 -0.199 -0.577 0.520 0.401
C 0.477 -1.475 0.449 1.462 -0.453 -1.354
C -0.088 1.180 -0.914 -1.639 1.278 1.316
H 0.757 1.888 -0.943 0.129 -0.679 0.471
H -0.299 0.761 -1.914 0.198 -0.854 0.717
```
Positions in Å, forces in eV/Å.

Net charge: 0
Lowest unoccupied orbital energy (eV): -1.0366
HOMO (eV): -8.163
2S+1: 1
DFT total energy (eV): -10990.2482


Record 8
C5H5N3O5 | ωB97M-V/def2-TZVPD

XYZ file:
```
18
Properties=species:S:1:pos:R:3:forces:R:3
O 2.756 2.147 0.683 -1.445 -1.015 0.247
O -0.538 0.173 2.961 -0.036 -0.553 2.763
O 1.215 1.060 1.842 -0.769 -0.456 1.095
O -0.765 0.669 -1.589 -1.589 -0.672 -0.788
O 1.691 -0.895 -1.586 1.220 2.351 0.610
N 1.002 1.286 -0.476 1.645 1.005 1.625
N 0.906 -3.033 -2.068 4.968 2.806 2.127
N -0.151 0.458 1.897 0.105 0.955 -3.737
C 1.193 -1.891 -1.813 -0.607 -3.095 -1.095
C -2.244 -0.138 0.726 1.336 2.197 -0.376
C 1.702 1.535 0.686 1.873 1.189 -1.128
C -0.245 0.757 -0.512 1.489 0.836 -0.355
C -0.814 0.390 0.767 -0.783 -0.686 0.115
H -2.178 -1.217 0.833 -0.578 -0.089 -0.315
H -2.732 0.327 1.620 -0.164 -0.536 -1.016
H -2.515 0.305 -0.319 -0.497 -1.412 2.012
H 1.572 1.498 -1.298 -0.852 -0.172 0.154
H 0.145 -3.432 -2.354 -5.316 -2.652 -1.939
```
Positions in Å, forces in eV/Å.

Net charge: 0
Lowest unoccupied orbital energy (eV): -0.4437
Energy above the lowest of the compared OMol25 structures with the same formula, charge and spin (kcal/mol): 11.1
HOMO (eV): -10.101
SMILES: Cc1c(=O)[nH]c(=O)o[n+]1[O-].N=C=O
2S+1: 1
DFT total energy (eV): -19970.4763


Record 9
C11H22N4O4 | ωB97M-V/def2-TZVPD

XYZ file:
```
41
Properties=species:S:1:pos:R:3:forces:R:3
O -3.096 2.594 -1.745 0.668 0.012 0.563
O -2.125 4.079 -0.387 -1.905 -0.188 -0.051
O 2.139 -2.598 0.489 -0.060 -0.618 -1.169
O -1.562 1.526 1.139 1.286 0.289 -0.732
N 0.093 1.126 3.223 -2.463 -0.299 0.459
N -0.882 -2.983 -0.674 1.687 -0.474 1.698
N 3.397 -2.877 2.385 -0.277 0.376 0.455
N 0.066 2.404 -0.203 0.923 -0.334 0.237
C 2.016 -0.908 2.196 0.154 -0.386 0.302
C 1.044 -0.147 1.293 1.052 0.638 0.661
C -1.144 -2.683 -2.043 -0.639 0.142 -0.471
C -2.102 2.977 -1.164 -1.581 0.448 -0.716
C 0.679 1.221 1.914 -0.697 0.358 -0.883
C -0.365 1.759 0.915 -1.434 0.119 0.329
C -0.742 2.474 -1.440 2.061 0.227 0.066
C -0.720 -1.310 -2.597 -0.380 -0.073 -0.850
C -1.164 -0.127 -1.731 0.877 0.547 0.818
C -0.674 1.221 -2.320 0.467 -0.544 0.468
C 2.511 -2.198 1.552 0.179 0.501 2.181
H 0.395 -1.222 -2.697 -0.843 -0.304 -0.064
H -0.646 -0.283 -0.745 -0.438 0.277 -0.827
H 1.519 -1.262 3.170 0.710 1.023 -1.258
H 1.440 0.019 0.266 -0.057 -0.306 0.732
H -2.251 -2.795 -2.181 0.725 0.232 0.044
H 0.120 -3.026 -0.334 -1.432 0.162 -1.147
H 0.137 -0.712 1.204 -0.537 -0.348 -0.128
H 0.373 1.076 -2.610 0.110 0.119 0.232
H -1.336 -2.334 -0.059 -0.344 0.222 0.226
H -0.716 -3.470 -2.657 0.186 -0.058 -0.167
H -1.193 -1.308 -3.626 0.693 0.459 0.864
H -1.142 1.473 -3.254 -0.653 -0.061 -0.393
H 1.081 2.618 -0.216 -1.262 -0.296 -0.396
H 3.450 -3.860 2.253 0.180 -0.721 -0.516
H 1.518 1.903 2.022 0.448 -0.111 -0.472
H -0.265 3.305 -2.024 -0.425 -0.554 0.341
H -3.118 4.264 -0.382 1.677 0.063 0.235
H 2.931 -0.299 2.400 -0.772 -0.326 0.245
H 0.132 2.036 3.661 0.386 0.143 0.204
H 3.396 -2.663 3.387 -0.089 0.265 -0.814
H -2.220 -0.054 -1.469 -0.140 -0.287 -0.375
H -0.972 1.045 3.088 1.958 -0.331 0.066
```
Positions in Å, forces in eV/Å.

Net charge: 0
Lowest unoccupied orbital energy (eV): 0.4135
Energy above the lowest of the compared OMol25 structures with the same formula, charge and spin (kcal/mol): 22.6
HOMO (eV): -8.553
SMILES: NCCCC[C@H](NC(=O)[C@@H](N)CCC(N)=O)C(=O)O
2S+1: 1
DFT total energy (eV): -25915.5132


Record 10
C3H5NO | ωB97M-V/def2-TZVPD

XYZ file:
```
10
Properties=species:S:1:pos:R:3:forces:R:3
O 0.437 0.286 -0.985 0.237 -0.270 -0.578
N -0.497 0.309 1.156 3.393 0.349 -2.388
C 1.021 0.337 0.233 -1.136 -0.296 0.471
C -0.744 -0.489 -0.890 -0.363 -0.244 -0.066
C -1.455 -0.149 0.438 0.625 0.506 0.281
H -0.504 -1.562 -0.853 -0.106 0.014 -0.044
H -1.333 -0.275 -1.783 -0.067 -0.083 0.247
H 1.510 -0.590 0.577 -0.111 0.126 -0.184
H -0.161 0.934 1.840 -1.593 0.234 1.786
H 1.727 1.199 0.267 -0.879 -0.336 0.475
```
Positions in Å, forces in eV/Å.

Net charge: 0
Lowest unoccupied orbital energy (eV): 0.9059
Energy above the lowest of the compared OMol25 structures with the same formula, charge and spin (kcal/mol): 85.1
HOMO (eV): -8.496
2S+1: 1
DFT total energy (eV): -6725.8803


Record 11
C4H4FNOS | ωB97M-V/def2-TZVPD

XYZ file:
```
12
Properties=species:S:1:pos:R:3:forces:R:3
S 1.220 0.859 0.882 -0.202 -1.950 -0.983
F -3.159 -0.146 0.318 0.896 1.326 -0.556
O 1.688 1.933 -0.027 -0.470 0.362 0.018
N 1.726 -1.583 -0.290 -1.728 1.280 0.222
C -0.202 -0.159 0.194 -1.790 1.879 -1.012
C -2.296 0.844 -0.087 1.909 -1.610 4.968
C 0.235 -1.287 -0.369 1.965 0.764 1.181
C 2.249 -0.595 0.281 1.299 0.405 0.674
H 3.347 -0.474 0.398 -0.737 -0.119 0.025
H -0.202 -2.089 -0.870 -1.453 -0.804 -0.652
H -2.301 1.741 0.684 0.196 -1.992 -1.978
H -2.306 0.957 -1.114 0.114 0.461 -1.906
```
Positions in Å, forces in eV/Å.

Net charge: 0
Lowest unoccupied orbital energy (alpha / beta) (eV): -0.5626 / -0.5621
Energy above the lowest of the compared OMol25 structures with the same formula, charge and spin (kcal/mol): 133.3
HOMO (alpha / beta) (eV): -9.284 / -9.285
2S+1: 1
DFT total energy (eV): -21296.8364


Record 12
C6H10N2O | ωB97M-V/def2-TZVPD

XYZ file:
```
19
Properties=species:S:1:pos:R:3:forces:R:3
O 2.519 -1.296 0.677 -0.568 -1.889 2.165
N 0.646 -0.500 -0.292 -4.124 -0.611 0.041
N -0.581 -1.241 -0.176 3.739 -3.570 -0.963
C -1.555 -0.476 0.049 1.807 5.287 -0.046
C 0.382 0.787 0.024 -2.176 2.874 -2.788
C 1.849 -1.196 -0.601 -0.309 0.130 3.526
C 1.460 1.925 -0.014 -0.241 1.333 2.950
C -1.051 0.896 0.050 1.649 -1.498 0.975
C -2.979 -0.640 0.139 -4.629 -1.591 -0.188
H 1.631 -2.181 -0.937 -0.477 -0.525 -0.723
H 1.105 2.699 0.877 0.980 -1.971 -2.217
H -3.331 -1.828 0.693 0.935 3.861 -2.174
H 2.487 -0.638 -1.256 0.365 0.280 -0.259
H -3.482 0.271 0.857 1.376 -2.797 -2.293
H -3.381 -0.464 -1.176 0.683 -0.850 4.404
H 1.805 2.674 -0.859 -1.276 -2.259 1.028
H 2.340 1.383 0.415 -0.236 0.934 -0.467
H 1.943 -1.831 1.418 1.779 1.943 -3.282
H -1.807 1.656 0.112 0.722 0.919 0.311
```
Positions in Å, forces in eV/Å.

Net charge: 0
Lowest unoccupied orbital energy (eV): 0.8560
Energy above the lowest of the compared OMol25 structures with the same formula, charge and spin (kcal/mol): 114.6
HOMO (eV): -8.495
2S+1: 1
DFT total energy (eV): -11407.1202


Q: What is the formula in the sixth record?
A: C2H2F2INO


Q: Which value of net charge does entry 8 give?
A: 0